{"formula": "C50H136N8O14", "method": "ωB97M-V/def2-TZVPD", "species": ["C", "H", "O", "H", "H", "H", "C", "H", "N", "H", "O", "C", "H", "H", "C", "N", "H", "H", "C", "H", "H", "H", "H", "C", "H", "C", "H", "H", "H", "H", "H", "H", "H", "H", "H", "C", "H", "H", "H", "H", "H", "H", "C", "H", "O", "H", "H", "C", "H", "O", "H", "H", "N", "H", "O", "H", "H", "C", "H", "H", "H", "N", "C", "C", "C", "C", "H", "C", "H", "H", "H", "H", "H", "H", "H", "H", "C", "H", "H", "C", "H", "H", "C", "C", "H", "H", "C", "H", "H", "O", "H", "H", "C", "H", "H", "H", "H", "H", "C", "H", "H", "O", "H", "H", "H", "H", "N", "H", "H", "H", "C", "C", "H", "H", "H", "N", "C", "C", "H", "C", "H", "N", "H", "O", "H", "H", "H", "C", "C", "H", "H", "H", "H", "H", "N", "H", "O", "C", "C", "H", "H", "H", "H", "H", "C", "H", "H", "C", "C", "H", "C", "H", "H", "H", "H", "C", "H", "H", "H", "H", "C", "H", "H", "H", "H", "H", "H", "H", "H", "O", "H", "C", "H", "H", "C", "H", "H", "O", "C", "H", "C", "H", "C", "H", "H", "C", "H", "C", "C", "C", "H", "H", "H", "H", "O", "O", "H", "H", "C", "H", "H", "H", "C", "H", "C", "H", "O", "H"], "positions_angstrom": [[-2.7410, -5.1647, 1.1301], [-2.3517, 4.3379, -6.7482], [-3.0760, 0.9819, 4.6902], [-2.5990, 1.2560, 1.5006], [-2.2166, 3.5214, -1.9772], [2.5071, 3.5952, 3.8868], [-4.3263, 2.7097, -7.9158], [-6.7144, -5.3372, 1.5978], [-0.2267, -1.3017, -4.6514], [-8.4689, -3.9834, 0.5955], [0.9692, 4.4195, 4.9415], [2.6361, -6.5530, -0.1774], [-4.5463, -3.6886, 0.1075], [1.8698, 5.6797, 3.4785], [-0.6742, 0.5529, -0.6765], [6.0408, -5.5043, 1.3070], [-7.1667, 1.1810, -1.1535], [0.8240, -2.9230, -2.8938], [2.0525, -2.1653, 6.6387], [6.3036, 5.2444, 1.4486], [7.7316, -3.4318, 2.4944], [0.7770, -6.5528, -1.3813], [-0.4602, 5.1053, -0.6343], [-7.6672, -0.1000, 1.4181], [-1.1409, 3.8486, -4.8601], [1.6061, 4.8987, -1.3907], [-2.2153, 3.5797, 1.7262], [-6.5582, 1.9267, 0.3049], [-2.7060, -0.2313, -0.1652], [-4.5831, 2.2670, 3.4468], [3.9989, -5.9933, 1.2432], [0.7656, 3.1183, 7.0214], [2.4926, -4.0109, -7.9507], [8.0791, -3.7273, 0.7658], [2.4454, -8.1777, 1.3253], [4.0380, -1.8984, -0.9854], [-3.0637, -0.3766, 3.0938], [-7.5054, -4.7361, -0.6672], [4.6511, 2.7508, -4.4877], [3.1693, -6.4892, -1.1421], [-3.6492, 3.7107, -5.6731], [-1.0436, 1.2027, -6.5024], [-0.6138, 2.0763, -5.9967], [-4.4479, 3.0855, -0.8095], [2.5887, -3.4204, -5.9917], [5.4679, 3.0512, 2.3479], [4.7169, 1.7991, -0.3361], [-2.8889, 4.3051, -1.6133], [-4.4840, 3.7499, -8.2883], [-3.1189, 2.4766, -7.2264], [2.5158, -2.6401, 7.5168], [-2.8186, 5.1780, -2.2881], [-0.0169, 0.7902, -1.9633], [1.1506, -5.0698, -0.5521], [3.0606, -5.7897, 0.9392], [-2.6013, -5.8863, 0.3817], [-3.2659, 0.5068, 6.6523], [5.0470, -3.6283, 0.1752], [0.7328, 4.0992, -3.1961], [5.2707, 0.5123, 2.2281], [2.6147, 2.7313, 0.9887], [-6.3919, -3.4530, 2.2327], [3.6347, 2.4292, -4.5640], [0.6118, -1.9220, 6.6489], [5.2678, 5.3972, 1.2563], [1.2805, 5.7629, 4.4390], [-5.7165, -3.6964, 2.9667], [0.8093, 1.5076, 4.5385], [-6.4926, -1.0749, -0.1456], [2.9827, 3.2244, -4.2354], [-0.0724, -1.4860, -0.3187], [1.7420, -1.3474, -2.7756], [5.0374, -0.2467, 0.8513], [-2.2351, -5.4602, 2.0552], [0.1425, 3.5029, -0.9588], [-1.4986, 0.4241, 3.4159], [-0.0045, -1.5470, 2.2651], [-4.3103, 2.0477, -8.7916], [-2.9888, 1.5671, -4.5536], [7.3255, -3.3286, 1.4939], [-1.2907, -3.0465, 6.5863], [0.4292, -1.4893, 5.6645], [0.0172, -0.5134, 0.1764], [1.8469, 2.2594, 5.3991], [-4.9952, -5.3473, -0.3471], [-5.0602, 5.3625, -0.3116], [-2.0527, 3.0216, 2.6416], [4.3057, -0.0401, -5.3364], [2.5175, -2.7776, -3.3407], [-4.6959, 3.3402, -2.8794], [0.2370, -1.5560, 8.4985], [2.5463, -1.1514, 6.6988], [2.6473, -8.0742, 0.2546], [0.0728, -3.8826, 5.8059], [3.7420, -4.6809, -6.9948], [-0.4724, 1.4431, -0.0556], [-0.4341, -1.5155, 3.2576], [1.8999, 5.4286, -3.4679], [2.6939, -4.4265, -6.9639], [-0.5911, -1.0800, -5.6014], [-4.6809, 2.6170, 1.8383], [2.6178, 3.8955, -1.3543], [4.5641, -2.3465, -1.8745], [0.6997, -3.9552, -5.3334], [6.4488, 2.9248, 0.9071], [-8.6232, 0.0192, 0.8858], [-4.2881, 1.9862, 2.5213], [5.2664, 0.2365, -3.9006], [0.7465, 1.5348, 7.0739], [1.9263, 6.3263, 5.1756], [-6.4276, 1.0915, -0.3706], [-2.8925, 1.7053, 2.4652], [-0.0044, 1.5580, -5.2273], [-1.9685, -0.2953, 5.7854], [0.2470, 5.7648, -2.8335], [5.3889, 0.6317, 1.2267], [-0.1962, -3.2563, 6.6792], [-7.4606, -3.9587, 0.1610], [-5.4539, 1.0940, -0.7789], [5.9453, -4.0200, 1.3416], [2.1051, 5.8523, -1.0550], [1.3205, 2.3279, 6.7676], [-0.8847, -2.0183, -4.3330], [-5.2719, -0.4167, 1.1847], [-1.5942, 1.6961, -3.7069], [0.6267, 4.2166, 0.5091], [0.3559, 6.2990, 4.2060], [0.3886, 4.4327, -0.5359], [5.4089, 3.0469, 1.2432], [2.0180, -5.2778, -6.8833], [-2.2161, -4.2464, 0.8014], [-7.3578, -2.9499, -0.1828], [3.2065, 1.8011, 2.4198], [0.0502, 2.6643, -6.6212], [-2.3005, 2.1846, -4.2521], [-3.8711, 2.9081, -3.1251], [3.3598, 1.2338, -2.3508], [3.3398, 1.1490, -3.7846], [-2.1137, 0.0714, -1.0298], [4.7081, 5.7042, 2.1530], [-0.1504, -3.8097, 7.6510], [2.2797, 0.9145, -4.0505], [0.5735, -6.4723, 0.4241], [-2.3806, 3.5827, 3.5497], [-6.4646, -0.1906, 0.4582], [-5.2354, 2.3744, -7.3159], [5.4049, -3.7777, 2.2781], [2.1852, 3.6350, 4.8978], [-2.7720, 3.4631, -6.2887], [-2.4438, 4.6569, -0.7078], [1.1888, -3.0933, -5.7391], [-6.3303, 4.7135, -1.4920], [2.4476, -2.6057, 5.6767], [-3.6196, -0.8359, 5.5441], [-7.6473, 0.6948, 2.1131], [4.2480, -0.0186, -4.2226], [3.9986, -0.8338, -1.1302], [2.7253, 0.9728, 0.9223], [-0.2900, 0.0449, -2.5980], [2.9221, 4.1014, 5.4985], [-2.9746, 0.0369, 5.7121], [-2.5916, 0.8051, -1.5901], [7.2347, -2.2658, 1.3079], [1.8575, -1.1069, -5.0929], [-6.2023, -2.4945, 1.9420], [0.9909, -1.2082, 2.3894], [-7.8036, -0.9852, 1.9954], [1.0405, 1.4560, 3.4841], [0.7021, 0.4547, 4.8190], [0.2152, -0.9937, 7.7103], [3.2459, 2.1602, -2.0592], [3.1828, 1.8691, 1.3195], [6.6191, -5.7874, 0.5337], [-5.1237, 5.9095, -1.8806], [4.6301, 1.7898, 0.8002], [2.1046, -8.7896, -0.3447], [6.4581, -5.8210, 2.1506], [4.7542, 4.2246, 0.7296], [-1.6782, 2.9358, -5.3029], [4.0004, -1.0186, -3.8650], [-4.9775, -4.6204, 0.5120], [0.6762, -2.7360, -6.6765], [-5.2646, 4.9858, -1.3481], [-4.9891, 0.3370, 1.7357], [-1.9863, -0.8189, -1.6899], [-4.3320, 3.8562, -1.6093], [1.0089, 0.8294, -1.9485], [1.1755, -6.1489, -0.4147], [1.0868, 5.0791, -2.8644], [1.1407, -1.9120, -4.7370], [1.0673, -0.1893, 0.2962], [2.7474, 1.5597, 5.4035], [5.5755, -3.9345, -0.7453], [3.6937, -8.3981, 0.2441], [-0.6558, -0.6182, 1.4072], [-4.1127, -5.0779, 1.5223], [4.1303, -4.2260, 0.1909], [-0.9700, 2.8594, 2.7325], [-6.3801, -4.3872, 1.1686], [-0.0803, -2.5619, 1.9047], [-0.2208, 1.9516, 4.6695], [5.1776, 6.2056, 0.5475], [-2.5529, 0.5447, 3.4025], [3.2159, 4.0667, -0.5888], [1.5977, -2.2600, -3.3609], [3.0236, -2.3493, -0.9345], [4.7271, -2.2119, 0.1530], [3.3889, 2.2125, -5.6129]], "mulliken_charge": [-0.716, 0.477, -0.539, -1.107, 0.145, 0.003, -0.761, 0.312, -0.457, 0.349, -0.366, 0.736, 0.152, 0.150, 1.951, -0.520, 0.492, 0.476, -1.279, 0.366, 0.386, 0.407, 0.602, -1.510, -0.226, 0.413, 0.112, 0.226, 0.355, 0.297, 0.341, 0.259, 0.350, 0.296, 0.332, -0.044, 0.849, 0.373, 0.362, 0.176, 0.435, 0.200, -0.688, -0.817, -0.247, 0.396, -0.322, -1.169, 0.307, -0.318, 0.361, 0.253, 1.735, 0.067, -0.594, 0.409, 0.331, -0.610, -0.078, 0.373, 0.323, -0.617, -1.641, 1.839, -0.997, -0.679, 0.297, 0.515, 0.202, 0.234, 0.145, -0.246, 0.104, 0.330, -0.315, -0.763, -1.126, 0.244, 0.343, -1.419, 0.303, -1.024, 0.589, 0.848, 0.318, 0.343, -1.126, 0.391, 0.730, -0.649, 0.319, 0.272, -1.538, 0.328, 0.252, -0.439, 0.217, 0.480, -0.871, 0.278, 0.138, -0.403, 0.331, 0.456, 0.460, 0.420, -0.414, 0.500, 0.192, 0.299, -1.313, 1.700, -0.392, 0.200, 0.513, -0.571, -1.263, -1.130, 0.026, 0.262, 0.339, -0.758, 0.290, -0.077, -0.554, 0.073, 0.273, -0.495, -1.542, 0.307, 0.163, 0.118, -0.061, 0.532, 0.163, 0.290, -0.007, 2.832, -1.812, 0.275, 0.377, -1.438, 0.342, 0.388, 0.689, 0.259, 0.226, -0.777, -1.117, 0.441, -0.963, 0.383, 0.256, 0.313, 0.406, -1.545, -0.239, -0.851, -0.607, 0.688, -0.781, 0.085, 0.310, -0.232, 0.010, 0.325, 0.429, -0.274, -0.836, -0.481, -0.068, 0.538, 0.230, 0.448, 1.343, 0.390, 0.230, -0.193, 0.982, 0.103, -0.346, 0.383, -1.837, 0.096, 0.555, 2.161, -1.014, -1.075, -1.208, 0.880, -1.338, 0.217, 0.255, 0.409, 0.340, -0.322, 0.346, -0.112, 0.315, 0.307, 0.220, 0.288, 0.453, -0.105, -1.378, 0.150, -0.331, 0.499], "relative_energy_kcal_mol": 29.45, "homo_ev": -8.53, "total_energy_ha": -3477.80481}